P) # C2H6N2S2

The molecule C2H6N2S2 (ωB97M-V/def2-TZVPD, the OMol25 dataset).

Summary:
Molecular weight: 122.22 g mol⁻¹
E_LUMO: 0.0078 Eh
Gap between HOMO and LUMO: 9.168 eV
SMILES: [H]/N=N/[C@H](C)SS

ORCA input file:
```
! RIJCOSX wB97M-V def2-TZVPD def2/J DEFGRID3
* xyz 0 1
C -1.364 0.213 -0.267
C 0.165 0.439 -0.463
N 1.631 1.683 0.738
N 0.814 0.739 0.758
S 0.762 -2.445 0.394
S 1.116 -1.157 -1.139
H -1.756 -0.732 -0.763
H -1.903 1.086 -0.477
H -1.592 -0.012 0.779
H 0.574 1.090 -1.312
H 2.109 1.806 1.622
H -0.555 -2.711 0.130
*
```



Q) # C2H6N2S2

A cluster of 2 separate species, C2H6N2S2 in total (ωB97M-V/def2-TZVPD, the OMol25 dataset).

Summary:
Molecular weight: 122.22 g mol⁻¹
E_LUMO: 0.0298 Eh
Gap between HOMO and LUMO: 10.077 eV
SMILES: C=NS.C=NS

ORCA input file:
```
! RIJCOSX wB97M-V def2-TZVPD def2/J DEFGRID3
* xyz 0 1
C -1.567 1.253 -0.249
C 1.256 -0.305 0.772
H -3.758 -1.400 -0.164
H -1.621 2.307 0.012
H -0.620 0.876 -0.629
H 4.227 -1.065 -0.794
H 0.589 -0.830 1.457
H 0.974 0.705 0.469
N -2.614 0.556 -0.080
N 2.300 -0.920 0.390
S -2.500 -1.104 -0.497
S 3.331 -0.073 -0.687
*
```



R) # C2H6N2S2

The molecule C2H6N2S2 (ωB97M-V/def2-TZVPD, the OMol25 dataset).

Summary:
Molecular weight: 122.22 g mol⁻¹
E_LUMO: 0.0247 Eh
Gap between HOMO and LUMO: 8.616 eV
SMILES: CS/N=C/NS

ORCA input file:
```
! RIJCOSX wB97M-V def2-TZVPD def2/J DEFGRID3
* xyz 0 1
C -1.621 -0.337 1.980
C 0.467 0.797 -0.940
H -0.598 -0.872 2.028
H -2.602 -0.904 1.495
H -1.820 0.200 3.163
H 0.162 1.924 -1.167
H 1.941 0.994 -2.254
H 2.507 -1.902 -1.285
N -0.084 0.165 0.025
N 1.365 0.243 -1.855
S -1.139 1.077 1.026
S 1.423 -1.386 -2.217
*
```



S) # C2H6N2S2

The molecule C2H6N2S2 (ωB97M-V/def2-TZVPD, the OMol25 dataset).

Summary:
Molecular weight: 122.22 g mol⁻¹
E_LUMO: 0.0260 Eh
Gap between HOMO and LUMO: 9.658 eV
SMILES: [H]/N=C(/NS)SC

ORCA input file:
```
! RIJCOSX wB97M-V def2-TZVPD def2/J DEFGRID3
* xyz 0 1
C 1.332 -1.435 0.784
C 0.368 0.910 0.130
H 1.978 -2.287 0.530
H 0.416 -1.858 1.159
H 1.848 -0.896 1.598
H 1.700 2.182 -0.349
H -1.281 1.352 1.082
H -2.223 0.134 -1.322
N 0.780 2.101 0.138
N -0.924 0.580 0.627
S 1.293 -0.411 -0.680
S -2.021 -0.479 -0.166
*
```



It is S) that is the most stable of them.



P) # C4H5NO2

A structure of composition C4H5NO2 (ωB97M-V/def2-TZVPD, the OMol25 dataset).

Summary:
Molecular weight: 99.09 g mol⁻¹
E_LUMO: 0.0330 Eh
Gap between HOMO and LUMO: 10.924 eV

ORCA input file:
```
! RIJCOSX wB97M-V def2-TZVPD def2/J DEFGRID3
* xyz 0 1
C 1.281 -0.898 0.896
C -0.389 -0.709 -0.170
C -0.990 0.209 -1.014
C 0.546 0.321 0.367
H 2.428 -0.634 0.957
H 0.943 -1.363 1.934
H -1.171 -1.296 0.498
H -1.805 -0.115 -1.597
H 0.992 0.618 -0.540
N -1.125 1.362 -0.502
O 0.796 -1.473 -0.358
O -0.321 1.437 0.581
*
```



Q) # C4H5NO2

The molecule C4H5NO2 (ωB97M-V/def2-TZVPD, the OMol25 dataset).

Summary:
Molecular weight: 99.09 g mol⁻¹
E_LUMO: 0.0198 Eh
Gap between HOMO and LUMO: 10.698 eV
SMILES: O=C[C@H]1CN1C=O

ORCA input file:
```
! RIJCOSX wB97M-V def2-TZVPD def2/J DEFGRID3
* xyz 0 1
O -1.657 0.206 2.297
C -1.058 0.412 1.271
C -0.333 -0.666 0.528
C -0.486 -0.659 -0.984
N 0.745 -0.357 -0.359
C 1.691 0.624 -0.538
O 1.983 1.084 -1.617
H -1.038 1.416 0.793
H -0.267 -1.614 1.056
H -1.055 0.158 -1.429
H -0.549 -1.612 -1.504
H 2.220 0.868 0.401
*
```



R) # C4H5NO2

The molecule C4H5NO2 (ωB97M-V/def2-TZVPD, the OMol25 dataset).

Summary:
Molecular weight: 99.09 g mol⁻¹
E_LUMO: -0.0150 Eh
Gap between HOMO and LUMO: 8.757 eV
SMILES: [H]/N=C(/C=O)C(C)=O

ORCA input file:
```
! RIJCOSX wB97M-V def2-TZVPD def2/J DEFGRID3
* xyz 0 1
C 1.408 -0.807 0.088
C 0.083 -0.634 -0.601
C -0.727 0.984 -0.088
C -1.859 0.242 0.507
N -0.198 2.055 0.317
O -0.233 -1.137 -1.644
O -3.032 0.472 0.409
H 0.690 2.261 -0.147
H -1.355 -0.860 0.421
H 1.538 -0.116 0.920
H 1.479 -1.834 0.455
H 2.205 -0.627 -0.637
*
```



S) # C4H5NO2

A cluster of 2 separate species, C4H5NO2 in total (ωB97M-V/def2-TZVPD, the OMol25 dataset).

Summary:
Molecular weight: 99.09 g mol⁻¹
E_LUMO: 0.0155 Eh
Gap between HOMO and LUMO: 10.562 eV
SMILES: O=CCC=O.C#N

ORCA input file:
```
! RIJCOSX wB97M-V def2-TZVPD def2/J DEFGRID3
* xyz 0 1
O -2.668 0.704 0.959
C -1.619 0.176 0.698
C -0.099 0.522 -1.204
C -0.392 0.937 0.221
N 2.222 -0.976 1.241
C 2.134 -1.609 0.280
O 0.218 -0.605 -1.512
H -1.481 -0.922 0.768
H -0.237 1.303 -1.978
H -0.575 2.010 0.301
H 0.461 0.640 0.847
H 2.036 -2.181 -0.621
*
```



It is S) that is the most stable of them.



P) # C4H5NO2

The molecule C4H5NO2 (ωB97M-V/def2-TZVPD, the OMol25 dataset).

Summary:
Molecular weight: 99.09 g mol⁻¹
E_LUMO: 0.0257 Eh
Gap between HOMO and LUMO: 9.288 eV
SMILES: Cc1coc(=O)[nH]1

ORCA input file:
```
! RIJCOSX wB97M-V def2-TZVPD def2/J DEFGRID3
* xyz 0 1
C -1.541 -0.392 -0.756
C -0.238 0.067 -0.188
C 0.209 1.305 0.047
O 1.437 1.265 0.672
C 1.750 -0.045 0.918
O 2.693 -0.410 1.573
N 0.756 -0.783 0.313
H -1.526 -0.405 -1.851
H -1.807 -1.393 -0.402
H -2.335 0.290 -0.431
H -0.240 2.279 -0.071
H 0.842 -1.777 0.177
*
```



Q) # C4H5NO2

A cluster of 2 separate species, C4H5NO2 in total (ωB97M-V/def2-TZVPD, the OMol25 dataset).

Summary:
Molecular weight: 99.09 g mol⁻¹
E_LUMO: 0.0102 Eh
Gap between HOMO and LUMO: 11.255 eV
SMILES: N#CC#CCO.O

ORCA input file:
```
! RIJCOSX wB97M-V def2-TZVPD def2/J DEFGRID3
* xyz 0 1
C 0.280 1.274 -0.744
C 0.861 1.115 0.618
C 1.305 0.672 1.628
C 1.558 0.144 2.899
H -1.637 -1.194 -1.493
H -2.200 -2.602 -1.026
H 0.013 -0.613 -1.015
H -0.453 2.081 -0.692
H 0.990 1.466 -1.518
N 1.565 -0.371 3.965
O -1.702 -2.138 -1.684
O -0.580 0.166 -0.937
*
```



It is P) that is the most stable of them.



P) # C4H5NO2

The molecule C4H5NO2 (ωB97M-V/def2-TZVPD, the OMol25 dataset).

Summary:
Molecular weight: 99.09 g mol⁻¹
E_LUMO (spin up / spin down): -0.0262 / -0.0262 Eh
Gap between HOMO and LUMO (spin up / spin down): 7.847 / 7.847 eV

ORCA input file:
```
! RIJCOSX wB97M-V def2-TZVPD def2/J DEFGRID3
* xyz 0 1
O 1.980 1.398 1.216
C 2.102 0.442 0.504
C 0.956 -0.436 -0.016
O 1.209 -1.481 -0.572
N -0.356 0.036 0.195
C -1.476 -0.603 -0.502
C -0.592 1.332 0.456
H 3.084 0.082 0.141
H -2.192 -1.081 0.169
H -1.092 -1.272 -1.264
H -1.950 0.242 -1.006
H -1.673 1.341 0.681
*
```



Q) # C4H5NO2

A cluster of 2 separate species, C4H5NO2 in total (ωB97M-V/def2-TZVPD, the OMol25 dataset).

Summary:
Molecular weight: 99.09 g mol⁻¹
E_LUMO: 0.0043 Eh
Gap between HOMO and LUMO: 10.144 eV

ORCA input file:
```
! RIJCOSX wB97M-V def2-TZVPD def2/J DEFGRID3
* xyz 0 1
O 1.426 1.857 1.614
C 1.333 0.950 0.879
N 1.363 0.047 0.073
C 0.442 -1.001 -0.288
C -0.999 -0.666 0.018
O -1.315 -0.429 1.420
C -1.378 0.626 0.679
H 0.151 1.425 -1.564
H 0.754 -1.923 0.219
H 0.524 -1.189 -1.364
H -1.773 -1.214 -0.511
H -0.539 1.645 -1.399
*
```



It is P) that is the most stable of them.